# 1
DFT (ωB97M-V/def2-TZVPD) results for C10H24IO5P2RuS as an isolated structure in a non-equilibrium geometry.

Positions of all 44 atoms, in Å:
I (0.1063, -1.3374, 2.3450)
Ru (0.5715, 0.6627, 0.2224)
S (-3.2418, -1.6698, 0.0410)
P (0.2395, 2.1910, 1.7025)
P (0.7711, -2.1168, -1.5347)
O (0.8883, 2.0262, -2.3171)
O (-2.3388, -2.7721, -0.1685)
O (0.0646, -0.9998, -0.7914)
O (-2.8323, -0.3886, 0.6144)
O (-1.7248, 1.4123, -1.6012)
C (1.4564, 3.5043, 1.4750)
C (-0.4563, -2.4431, -2.8312)
C (2.2350, -1.5702, -2.3465)
C (-0.8838, 1.1294, -0.8234)
C (-4.6639, -2.2900, 0.9876)
C (2.9825, 1.7162, -1.1800)
C (-1.4122, 2.8888, 1.4753)
C (0.3547, 1.6776, 3.4520)
C (1.4944, 1.6749, -1.3376)
C (1.1611, -3.3788, -0.3374)
H (3.3978, 0.6959, -1.3015)
H (-0.5885, 1.1787, 3.6984)
H (-0.6962, -1.4496, -3.2775)
H (0.5595, 2.5201, 4.1214)
H (-1.4770, 3.2988, 0.4596)
H (1.3773, 3.8717, 0.4423)
H (-4.4248, -2.5209, 2.0327)
H (3.2806, 2.1112, -0.1901)
H (3.3614, 2.3696, -1.9849)
H (2.4693, -2.4253, -2.9808)
H (-2.1331, 2.0652, 1.5744)
H (1.7641, -2.9139, 0.4490)
H (1.7250, -4.1638, -0.8489)
H (1.1742, 0.9439, 3.4959)
H (2.4480, 3.0574, 1.6352)
H (2.9979, -1.3679, -1.5919)
H (-5.4336, -1.5120, 0.9737)
H (0.2718, -3.7907, 0.1418)
H (-0.1186, -3.1284, -3.6345)
H (-1.5749, 3.6653, 2.2297)
H (-5.0279, -3.2144, 0.5162)
H (1.2302, 4.2803, 2.2151)
H (2.0060, -0.6672, -2.9185)
H (-1.3597, -2.8209, -2.3031)

Kohn-Sham gap (alpha / beta): 6.93 / 6.45 eV
<S²>: 8.771
2S+1: 6
net charge: +2

These are the Löwdin partial charges, in e, on atoms 1 to 2: 0.793 0.807

=====

# 2
DFT (ωB97M-V/def2-TZVPD) results for C21H46Br2FKLiMgN3O14PSi as an isolated structure in a non-equilibrium geometry.

Positions of all 92 atoms, in Å:
Br (1.1184, 0.8327, -3.2640)
Br (-0.4069, -0.0036, 2.4399)
K (0.5701, -0.8008, -5.1181)
P (1.1993, -0.0009, -7.3093)
Si (-1.8088, -0.5798, -2.3543)
Mg (-3.6996, -4.0199, 1.4705)
F (-1.6653, -10.4318, 4.4145)
O (-1.9219, -3.1720, 2.0816)
O (2.3092, -10.7741, 6.4883)
O (2.5041, -8.6877, 7.0257)
O (0.8694, 1.4191, -6.8646)
O (4.7089, -2.6671, -7.4453)
O (0.0120, -0.9281, -6.9682)
O (-0.3505, -2.8263, 0.5914)
O (0.5324, -8.3678, 1.1495)
O (4.2103, -10.0055, 7.1748)
O (-0.7536, -9.6403, 2.5007)
O (-1.6972, 0.9350, -3.0308)
O (1.0228, -8.5647, 3.3322)
O (2.4570, -0.4728, -6.5853)
O (1.4323, -0.0587, -8.8105)
N (-1.8155, -1.9153, -3.5505)
N (3.0169, -9.8213, 6.8999)
N (0.1082, 5.1736, 0.5787)
C (-1.9995, -5.9894, 1.2385)
C (1.5546, 5.3871, 0.1711)
C (-0.4655, 2.8135, 0.1781)
C (-0.4862, -10.2204, 3.7753)
C (-0.1458, 3.8371, 1.2696)
C (-0.4044, 6.2968, 1.4485)
C (3.2083, 6.3881, 2.7093)
C (-0.7430, -5.0885, 1.3975)
C (-0.5485, 3.6123, -1.1187)
C (-1.0418, -3.5923, 1.3758)
C (0.3360, -9.1605, 4.4522)
C (-0.7551, 5.0356, -0.6665)
C (0.3796, 8.4457, 0.1661)
C (-2.8444, 1.1487, -3.8681)
C (0.2956, -8.8114, 2.2289)
C (-3.9015, 2.0374, -3.2052)
C (-0.4757, -1.0113, -1.0977)
C (2.6293, 4.6260, 0.9306)
C (-1.1780, -1.7551, 0.0460)
C (2.8099, 4.9426, 2.4189)
C (-0.7574, 7.6054, 0.7499)
Li (1.2257, 1.5764, 3.4773)
H (0.3010, -1.6235, -1.5389)
H (0.3238, 6.4462, 2.2458)
H (-1.0060, 3.9611, 1.9227)
H (-0.0309, -0.1092, -0.7078)
H (0.6991, 3.5504, 1.8889)
H (-1.2550, 8.2180, 1.5056)
H (-2.0625, -2.2260, -0.3815)
H (0.7715, 8.0199, -0.7577)
H (1.6272, 5.1242, -0.8826)
H (2.4420, 7.0970, 2.3919)
H (3.9823, -2.0456, -7.3017)
H (1.1971, 8.5677, 0.8796)
H (1.7614, 6.4498, 0.2378)
H (-0.3741, -5.2819, 2.3996)
H (1.9083, 4.7050, 2.9946)
H (-3.1153, -0.5940, -1.6469)
H (-4.8979, 1.7505, -3.5267)
H (-2.8060, -2.1390, -3.6213)
H (0.2895, 2.0340, 0.1146)
H (3.3548, 6.5273, 3.7802)
H (-1.3214, 5.9286, 1.9054)
H (-2.4747, 1.6429, -4.7600)
H (-1.5079, 7.4368, -0.0224)
H (4.2862, -3.5310, -7.4199)
H (-1.4304, -2.7094, -3.0427)
H (0.0264, -11.1730, 3.6411)
H (-1.3490, 3.2673, -1.7635)
H (-1.4066, 2.3175, 0.4053)
H (3.5973, 4.2890, 2.8038)
H (1.0358, -9.5688, 5.1814)
H (-1.4438, -0.9650, 0.7695)
H (-1.8013, -6.9291, 1.7347)
H (3.5749, 4.8528, 0.4320)
H (-1.7884, 5.2054, -0.3610)
H (-0.2810, -8.4054, 4.9407)
H (0.0206, -5.3609, 0.6849)
H (4.1407, 6.6458, 2.2060)
H (-3.8730, 2.0195, -2.1209)
H (-3.7727, 3.0565, -3.5619)
H (-3.3270, 0.2153, -4.1627)
H (2.4917, 3.5507, 0.7871)
H (0.3777, 3.5114, -1.6806)
H (0.0124, 9.4407, -0.0818)
H (-2.2318, -6.1371, 0.1928)
H (-0.4489, 5.7777, -1.4008)
H (-2.8601, -5.5559, 1.7730)

Kohn-Sham gap: 1.36 eV
net charge: -1

These are the Löwdin partial charges, in e, on atoms 1 to 2: 0.031 -0.093

=====

# 3
DFT (ωB97M-V/def2-TZVPD) results for a 2-piece molecular cluster, C6H14O overall.

Positions of all 21 atoms, in Å:
O (1.7073, -1.0739, 1.1014)
C (1.3474, -0.2658, -0.0049)
C (-2.0493, 0.6352, 1.5433)
C (0.1513, 0.5658, 0.4477)
C (-0.9906, -0.2291, 0.9872)
C (2.5251, 0.6003, -0.4338)
C (-1.6319, -1.0170, -1.6723)
H (2.8532, 1.2195, 0.4085)
H (-2.1207, 1.6890, 1.2242)
H (-1.4867, -1.1187, -0.5837)
H (-0.1684, 1.2545, -0.3544)
H (2.2695, 1.2527, -1.2762)
H (0.4727, 1.2242, 1.2733)
H (3.3692, -0.0288, -0.7421)
H (2.4601, -1.6144, 0.8332)
H (-3.0382, 0.1670, 1.5828)
H (-0.6794, -1.2419, -2.1592)
H (1.0342, -0.8970, -0.8518)
H (-1.6873, 0.6270, 2.5895)
H (-1.9504, -0.0048, -1.9404)
H (-2.3871, -1.7438, -1.9723)

Kohn-Sham gap: 8.46 eV
net charge: 0
relative energy (zero: lowest compared OMol25 entry of this formula, charge and spin): 403.7 kJ/mol

These are the Löwdin partial charges, in e, on atoms 1 to 2: -0.042 -0.475

=====

# 4
DFT (ωB97M-V/def2-TZVPD) results for one molecule with the formula C3H5Cl2N.

Positions of all 11 atoms, in Å:
Cl (-0.8251, 2.2053, 0.1155)
Cl (0.9468, 1.0484, -1.8885)
N (1.1359, 0.5025, 0.7100)
C (0.1579, 0.7223, -0.2800)
C (-0.8020, -0.4009, -0.4795)
C (-0.7511, -1.5222, 0.2155)
H (-1.4583, -2.3155, 0.0509)
H (1.0658, 1.1499, 1.4840)
H (0.0010, -1.6717, 0.9702)
H (-1.5487, -0.2285, -1.2404)
H (2.0779, 0.5105, 0.3423)

Kohn-Sham gap: 11.12 eV
SMILES string: C=CC(N)(Cl)Cl
net charge: 0
relative energy (zero: lowest compared OMol25 entry of this formula, charge and spin): 6.8 kJ/mol

These are the Löwdin partial charges, in e, on atoms 1 to 2: 0.572 0.575

=====

# 5
DFT (ωB97M-V/def2-TZVPD) results for C4H8O2 as an isolated structure in a non-equilibrium geometry.

Positions of all 14 atoms, in Å:
O (-1.6440, -0.0564, -1.0788)
O (-0.0040, -0.6280, 1.5751)
C (0.1198, -0.3440, 0.2183)
C (1.4381, -0.0353, -0.1838)
C (-0.7836, 0.7654, -0.3870)
C (-0.7977, -1.1679, -0.7462)
H (0.1772, 2.0164, 1.0476)
H (2.1431, 0.2938, 0.5769)
H (0.9111, 1.9914, 0.8813)
H (-1.3107, -1.9880, -0.2367)
H (-0.8965, -0.3529, 1.8310)
H (1.7816, -0.1180, -1.2060)
H (-0.2823, -1.4893, -1.6495)
H (-0.4163, 1.6305, -0.9554)

Kohn-Sham gap (alpha / beta): 8.11 / 8.34 eV
net charge: 0
relative energy (zero: lowest compared OMol25 entry of this formula, charge and spin): 616.5 kJ/mol

These are the Löwdin partial charges, in e, on atoms 1 to 2: -0.054 0.010

=====

# 6
DFT (ωB97M-V/def2-TZVPD) results for C45H55CaIN5O5P as an isolated structure in a non-equilibrium geometry.

Positions of all 113 atoms, in Å:
I (-3.2728, 0.9965, 1.0025)
Ca (-0.2061, 1.9492, -0.2109)
P (0.1959, -1.6372, -0.4520)
O (2.4097, -1.1484, 3.9285)
O (-1.6591, 5.4076, -4.6979)
O (0.1705, -0.1275, -0.4619)
O (0.9507, 3.1015, 1.1976)
O (-2.1665, 2.7740, -1.4021)
N (4.0625, 3.2635, 2.9805)
N (-0.7261, 1.5056, 2.7660)
N (2.3848, 1.9371, -1.0764)
N (0.2032, 2.7520, -2.5507)
N (-0.7936, 3.3920, -3.1816)
C (-3.8087, -2.8746, -2.2033)
C (-1.7039, 0.9190, 5.0067)
C (1.7458, -3.7921, -1.5511)
C (-1.1632, -2.2119, 1.9040)
C (1.2966, 2.4876, -3.1402)
C (-3.0522, 0.6875, 3.0832)
C (-2.7422, 0.4367, 5.7886)
C (3.0743, 3.6581, 2.2222)
C (-4.0499, 0.1214, 3.8178)
C (-2.9300, 4.4741, -2.8772)
C (2.8439, 1.2589, 3.6360)
C (-1.8017, 1.0439, 3.5919)
C (3.1844, -2.0322, -3.1853)
C (4.7340, 1.5330, -0.9911)
C (-3.9376, -0.0149, 5.2034)
C (-1.6848, -3.6721, -1.1299)
C (-2.8449, -4.0396, -2.0121)
C (-1.9302, 3.4435, -2.4463)
C (2.8027, 0.0751, 4.5504)
C (-3.7855, 6.3345, -4.1487)
C (3.0700, 5.0193, 1.6612)
C (-1.6374, -1.5793, -2.6362)
C (-2.7735, 5.4060, -3.9130)
C (-1.3538, -2.1771, -1.2199)
C (0.2975, -4.4869, 2.4604)
C (-0.9968, -2.4703, 3.3872)
C (1.8863, 2.8198, 2.0286)
C (2.2628, -1.3117, -2.2046)
C (0.2474, -2.1579, 1.2954)
C (2.4811, 2.0508, -2.4063)
C (1.4857, -3.8899, -3.0770)
C (-3.1533, -1.6617, -2.8942)
C (0.4313, 1.1652, 3.1878)
C (2.4740, -3.1245, -3.9820)
C (-5.1218, 5.4838, -2.3857)
C (-4.9321, 6.4019, -3.3984)
C (1.7496, -2.3002, -1.1152)
C (4.7980, 1.5415, -2.3510)
C (3.6587, 1.7564, -3.1037)
C (1.0367, -3.4832, 1.5889)
C (3.4988, 1.6629, -0.3860)
C (-0.2372, -3.7540, 3.7349)
C (1.7290, 1.6960, 2.8656)
C (-4.1226, 4.5644, -2.1359)
C (3.9799, 2.0163, 3.5786)
H (1.0538, -4.4114, -0.9663)
H (4.9049, 1.7164, 4.0676)
H (-3.6383, -0.7270, -2.6008)
H (-1.9897, -3.9354, -0.0996)
H (5.5869, 1.4832, -0.3686)
H (1.3187, -3.9967, 0.6975)
H (-3.6197, 7.0909, -4.9238)
H (-0.8295, 1.2338, 5.5093)
H (2.1519, 0.2903, 5.4359)
H (-1.9984, -2.4183, 3.8150)
H (-4.2290, -2.5412, -1.2476)
H (-0.8993, -4.3652, -1.3779)
H (3.9374, 5.5209, 2.1595)
H (3.4128, 1.5697, 0.6699)
H (-1.2402, -0.5658, -2.7186)
H (2.4867, -2.2214, -0.2992)
H (1.9263, -2.6159, -4.7839)
H (-2.6311, 0.4165, 6.8549)
H (0.4877, -3.5245, -3.2978)
H (3.2322, -3.7982, -4.4459)
H (2.1312, -1.8108, 4.5628)
H (-2.0633, -1.6486, -0.5167)
H (-3.2170, -1.7794, -3.9742)
H (3.7382, -1.3541, -3.8801)
H (3.8251, -0.0390, 4.9049)
H (1.3884, 2.6419, -4.2330)
H (0.7184, -1.2854, 1.7125)
H (-5.6519, 7.1967, -3.5755)
H (-4.9743, -0.1969, 3.3514)
H (-6.0317, 5.5217, -1.8009)
H (1.4495, -4.9398, -3.3639)
H (3.6927, 1.7928, -4.1748)
H (-4.1990, 3.8475, -1.3018)
H (-1.7794, -2.9994, 1.5241)
H (-1.0190, -2.1441, -3.3717)
H (2.7009, -4.2322, -1.2623)
H (-0.8532, -4.4978, 4.2803)
H (2.1703, 5.5073, 2.0016)
H (3.1166, 5.0478, 0.5812)
H (-1.0464, 4.7527, -4.2932)
H (0.9112, -5.3243, 2.8294)
H (1.9706, -3.2341, 2.1271)
H (-2.4556, -4.4077, -2.9930)
H (-1.7090, -1.2624, 1.7043)
H (0.4146, 0.4580, 3.9934)
H (3.9696, -2.5057, -2.5733)
H (0.6150, -3.5080, 4.4061)
H (-3.3996, -4.9245, -1.6265)
H (-0.4634, -1.6100, 3.7709)
H (-4.6837, -3.1710, -2.8044)
H (-4.7411, -0.4414, 5.7554)
H (1.4533, -0.8156, -2.7530)
H (2.8097, -0.5553, -1.6429)
H (5.7497, 1.4420, -2.8295)
H (-0.5199, -4.9111, 1.8456)

Kohn-Sham gap: 7.44 eV
net charge: 0
relative energy (zero: lowest compared OMol25 entry of this formula, charge and spin): 76.7 kJ/mol

These are the Löwdin partial charges, in e, on atoms 1 to 2: 1.094 1.309

=====

# 7
DFT (ωB97M-V/def2-TZVPD) results for H2O9S2Tl as an isolated structure in a non-equilibrium geometry.

Positions of all 14 atoms, in Å:
Tl (0.9942, -0.3299, -1.9199)
S (1.2941, 1.4053, 1.8210)
S (-2.4305, 0.7592, 0.0223)
O (0.9145, 2.7448, 1.3607)
O (1.4035, 0.5640, 0.6332)
O (-2.1896, 2.2085, -0.0523)
O (-3.7773, 0.3674, -0.3178)
O (1.4452, -3.1541, -2.4839)
O (-2.1607, 0.4785, 1.4371)
O (-1.4229, 0.1105, -0.7687)
O (0.1605, 0.9084, 2.6521)
O (2.5405, 1.3646, 2.6649)
H (0.8963, -3.9221, -2.6421)
H (2.3324, -3.5051, -2.4067)

Kohn-Sham gap (alpha / beta): 4.37 / 3.29 eV
<S²>: 0.758
2S+1: 2
net charge: -2

These are the Löwdin partial charges, in e, on atoms 1 to 2: 1.022 0.177